# 1
C40H60IN2O2PTi as an isolated structure at a distorted geometry. Source: OMol25; level of theory: ωB97M-V with the def2-TZVPD basis set.

Structure (ORCA input):
```
! wB97M-V def2-TZVPD RIJCOSX def2/J DEFGRID3
* xyz 3 2
I 6.409 -8.607 7.854
Ti 6.248 -13.977 14.842
P 7.016 -12.420 16.754
O 5.466 -12.568 13.675
O 7.399 -13.430 13.160
N 9.311 -17.286 12.526
N 7.383 -15.852 14.152
C 9.867 -12.826 17.335
C 7.571 -10.672 9.824
C 3.359 -16.571 12.109
C 8.063 -9.587 17.261
C 8.458 -13.016 17.916
C 4.643 -16.540 15.720
C 2.660 -11.859 14.586
C 5.322 -9.968 10.429
C 5.671 -11.474 18.953
C 5.300 -10.777 11.549
C 7.814 -17.517 12.379
C 7.068 -16.259 12.740
C 6.437 -9.882 9.581
C 8.551 -12.435 19.360
C 8.173 -14.530 18.108
C 1.912 -13.136 16.630
C 6.046 -17.726 18.211
C 4.627 -14.405 16.848
C 4.074 -16.036 14.523
C 8.829 -15.582 14.330
C 4.733 -13.525 18.053
C 4.000 -13.852 15.675
C 2.294 -17.622 14.061
C 3.862 -14.641 14.496
C 3.575 -17.077 13.497
C 4.842 -15.827 16.924
C 7.594 -11.461 10.953
C 6.469 -12.552 12.852
C 4.978 -16.572 18.286
C 8.402 -10.688 15.051
C 6.023 -9.899 15.774
C 7.395 -10.508 16.227
C 4.850 -11.644 20.085
C 4.045 -12.768 20.229
C 6.454 -11.605 11.760
C 5.716 -12.471 17.977
C 3.122 -12.635 15.800
C 3.670 -17.236 18.672
C 9.754 -16.726 13.837
C 3.932 -13.675 19.175
H 7.605 -17.727 11.330
H 5.801 -10.342 14.783
H 7.140 -14.749 18.147
H 3.163 -17.376 11.348
H 8.602 -14.901 19.082
H 9.952 -12.834 16.205
H 9.018 -14.691 13.760
H 4.952 -17.582 15.698
H 4.186 -15.990 11.670
H 6.005 -18.343 19.110
H 4.448 -9.438 10.144
H 10.786 -16.305 13.669
H 5.167 -10.066 16.425
H 9.571 -12.630 19.684
H 8.436 -10.655 9.165
H 9.541 -16.659 11.723
H 10.543 -13.622 17.747
H 3.268 -14.507 19.252
H 8.539 -8.780 16.733
H 1.702 -18.156 13.328
H 8.683 -15.210 17.341
H 2.524 -18.324 14.853
H 7.126 -17.413 18.244
H 7.529 -18.365 13.035
H 9.736 -18.210 12.489
H 6.281 -10.601 18.922
H 7.872 -12.959 20.098
H 6.044 -16.525 12.541
H 5.368 -15.877 19.042
H 2.252 -10.867 14.878
H 7.034 -16.517 14.844
H 7.365 -15.453 12.051
H 3.468 -11.565 13.841
H 2.129 -13.171 17.700
H 1.073 -12.511 16.456
H 10.289 -11.887 17.708
H 1.685 -14.171 16.265
H 2.514 -15.892 12.093
H 1.931 -12.425 14.023
H 2.824 -16.544 18.589
H 8.995 -15.374 15.444
H 9.755 -17.552 14.599
H 8.135 -11.384 14.264
H 8.485 -11.991 11.210
H 4.343 -17.836 13.493
H 9.382 -10.923 15.460
H 8.823 -10.149 17.832
H 3.568 -18.139 18.052
H 4.451 -10.887 12.187
H 7.367 -9.133 17.977
H 4.956 -10.961 20.890
H 3.415 -14.118 13.680
H 1.635 -16.838 14.389
H 8.349 -11.356 19.306
H 3.724 -17.558 19.734
H 8.570 -9.743 14.509
H 6.131 -8.867 15.586
H 3.487 -12.824 21.179
H 5.906 -18.428 17.368
H 3.621 -11.909 16.460
*
```

Results
Orbital gap (spin up / spin down)   6.09 / 6.43 eV
Expectation value of S²   0.758
HOMO level (spin up / spin down)   -0.5497 / -0.5501 Ha
Energy relative to the best compared isomer or geometry (same formula, charge and spin)   12.1 kcal/mol
Lowest unoccupied orbital energy (spin up / spin down)   -8.87 / -8.54 eV

---

# 2
A 2-piece molecular cluster, C6H9O2 overall at a distorted geometry. Source: OMol25; level of theory: ωB97M-V with the def2-TZVPD basis set.

Structure (ORCA input):
```
! wB97M-V def2-TZVPD RIJCOSX def2/J DEFGRID3
* xyz -1 1
O -0.840 2.234 0.046
O 0.110 1.796 -2.076
C -1.639 0.294 -1.331
C -0.519 -1.134 0.702
C 1.872 -1.228 1.082
C 0.692 -1.639 1.621
C -0.614 1.475 -1.008
C -0.430 -0.258 -0.607
H -0.980 -0.348 1.276
H -2.758 0.274 -0.941
H 1.382 1.186 1.787
H -1.811 0.373 -2.425
H -1.166 -1.890 0.562
H 2.910 -1.618 1.204
H 1.859 -0.746 0.162
H 0.299 -0.475 -1.347
H 1.633 1.703 1.291
*
```

Results
Orbital gap   4.73 eV
HOMO level   -0.1114 Ha
Energy relative to the best compared isomer or geometry (same formula, charge and spin)   199.8 kcal/mol
Lowest unoccupied orbital energy   1.70 eV

---

What is the formula in the first record?
C40H60IN2O2PTi

---

Among the records above, which one has the highest energy relative to the best compared isomer or geometry (same formula, charge and spin)?
C6H9O2

---

Look up the energy relative to the best compared isomer or geometry (same formula, charge and spin) of the first one.
12.1 kcal/mol

---

The lowest energy relative to the best compared isomer or geometry (same formula, charge and spin) belongs to which entry?
C40H60IN2O2PTi